No. 1
This record from the Open Molecules 2025 dataset describes 4 unconnected molecules or ions with the total composition C16H30N2O4S2. The level of theory is the ωB97M-V functional and the def2-TZVPD basis.

XYZ file:
```
54
C16H30N2O4S2 | the Open Molecules 2025 dataset | the ωB97M-V functional and the def2-TZVPD basis
C -0.7323 2.4804 -4.2813
C -1.0665 1.4632 -5.3611
C -0.0429 1.3107 -6.5177
C 1.3368 1.5737 -6.1303
N 2.4074 1.7463 -5.7633
H -0.8436 3.5328 -4.5597
H 0.3077 2.3996 -3.9573
H -1.3836 2.4240 -3.4064
H -2.0131 1.7433 -5.8212
H -1.1681 0.4742 -4.9152
H -0.3804 1.8842 -7.3803
H -0.0709 0.2788 -6.8774
C 1.9543 -3.2954 -1.8613
C 2.6733 -3.1180 -3.2035
C 4.1723 -3.3851 -3.0550
C 4.3947 -4.8071 -2.6876
N 4.5829 -5.9122 -2.4281
H 2.0196 -4.3524 -1.5930
H 0.9039 -3.0101 -1.9023
H 2.4045 -2.7535 -1.0267
H 2.5398 -2.1036 -3.5804
H 2.2519 -3.8469 -3.8945
H 4.6239 -2.7745 -2.2737
H 4.7431 -3.2489 -3.9736
C -0.1807 0.8209 -0.6715
C -1.1646 -0.2036 -1.2658
C -2.5809 -0.0253 -0.6810
S -2.4244 1.0595 0.7828
O -2.1079 0.2223 1.9282
O -3.5019 2.0025 0.8128
C -0.8839 1.8599 0.1906
H 0.3877 1.3317 -1.4477
H 0.5392 0.2659 -0.0688
H -0.8125 -1.2019 -1.0078
H -1.1593 -0.1586 -2.3535
H -3.1959 -0.8831 -0.4384
H -3.1212 0.6590 -1.3407
H -0.2441 2.2711 0.9639
H -1.2603 2.6436 -0.4712
C -1.0760 0.2155 7.9333
C -2.0731 0.3631 6.7772
C -1.3318 0.7034 5.5124
S 0.4028 1.0376 5.9231
O 0.8474 2.2634 5.2846
O 1.1736 -0.1699 5.6908
C 0.0529 1.2355 7.7391
H -0.7275 -0.8004 8.1169
H -1.4582 0.5178 8.9167
H -2.7953 1.1226 7.0767
H -2.5916 -0.5890 6.6658
H -1.6681 1.6138 5.0177
H -1.3053 -0.0771 4.7542
H -0.3272 2.2439 7.8708
H 0.9732 0.9521 8.2394
```

Output
structure (SMILES) = O=S1(=O)CCCC1.O=S1(=O)CCCC1.CCCC#N.CCCC#N
HOMO-LUMO gap = 10.313 eV
DFT total energy = -1834.42785 Ha
molecular weight = 378.56 g/mol
E_HOMO = -10.1 eV
relative energy (zero: lowest compared OMol25 entry of this formula, charge and spin) = 0.469 eV

No. 2
This record from the Open Molecules 2025 dataset describes a gas-phase ion, C4H7N2O2 (charge +1). The level of theory is the ωB97M-V functional and the def2-TZVPD basis.

XYZ file:
```
15
C4H7N2O2 | the Open Molecules 2025 dataset | the ωB97M-V functional and the def2-TZVPD basis
C -1.9275 0.1712 -0.3695
C 0.2145 -0.3559 0.4079
C -2.5541 -0.9626 -0.7191
C 1.0898 0.5400 1.1369
N 0.4301 -0.6231 -0.9086
N 2.2953 1.0207 0.8234
O -1.0836 0.3963 0.6365
O -3.1748 -1.7945 -1.2327
H -1.7892 0.8358 -1.3497
H -0.0394 -1.2168 0.9634
H 0.6091 0.7619 2.0311
H 0.0544 -1.5096 -1.3605
H 2.7672 1.6540 1.5288
H 2.8251 0.9449 -0.1348
H 0.2832 0.1377 -1.4532
```

Output
spin multiplicity = 3
net charge = +1
HOMO-LUMO gap (spin up / spin down) = 4.385 / 7.807 eV
DFT total energy = -416.13498 Ha
molecular weight = 115.11 g/mol
E_HOMO (spin up / spin down) = -10.0 / -15.0 eV
relative energy (zero: lowest compared OMol25 entry of this formula, charge and spin) = 2.580 eV

No. 3
This record from the Open Molecules 2025 dataset describes a molecular structure, C34H37BrF4FeN4P. The level of theory is the ωB97M-V functional and the def2-TZVPD basis.

XYZ file:
```
82
C34H37BrF4FeN4P | the Open Molecules 2025 dataset | the ωB97M-V functional and the def2-TZVPD basis
Fe -0.9805 -0.2639 0.0640
C -2.5088 -0.2374 -1.7046
C -3.0603 -1.2074 -0.8266
C -3.4383 -0.5643 0.3675
C -3.1237 0.8156 0.2353
C -2.5363 1.0135 -1.0428
C -2.2307 2.3431 -1.6845
C -3.5877 1.9310 1.1376
C -4.2272 -1.2261 1.4714
C -3.3400 -2.6525 -1.1456
C -2.1885 -0.4393 -3.1605
H -3.0117 2.6123 -2.4009
H -1.2893 2.3231 -2.2396
H -2.1729 3.1428 -0.9447
H -4.4935 2.3896 0.7292
H -2.8487 2.7268 1.2388
H -3.8452 1.5709 2.1348
H -3.6032 -1.7611 2.1903
H -4.9151 -1.9617 1.0526
H -4.8223 -0.4987 2.0260
H -4.4071 -2.8029 -1.3322
H -3.0729 -3.3213 -0.3225
H -2.8055 -2.9829 -2.0368
H -1.4270 0.2554 -3.5107
H -3.0835 -0.2653 -3.7666
H -1.8485 -1.4546 -3.3692
F 4.1463 -5.0141 -0.2383
C 3.4811 -3.9134 -0.5159
C 4.0974 -2.8679 -1.1685
F 5.3616 -2.9720 -1.5346
C 3.3917 -1.7115 -1.4444
F 4.0457 -0.7848 -2.1372
C 2.0754 -1.5200 -1.0486
P 1.1632 0.0813 -1.2485
C 1.0259 0.1835 -3.0602
C 0.8768 1.4329 -3.6617
C 0.6786 1.5251 -5.0314
C 0.6276 0.3734 -5.8080
C 0.7715 -0.8720 -5.2119
C 0.9603 -0.9679 -3.8402
C 2.3544 1.4039 -0.8417
C 2.1633 2.0872 0.3594
C 3.0481 3.0706 0.7787
C 4.1396 3.3869 -0.0138
C 4.3004 2.7655 -1.2469
C 3.4052 1.7979 -1.6717
C 1.4699 -2.6244 -0.4399
Br -0.3787 -2.6573 -0.0081
C 2.1457 -3.7968 -0.1804
F 1.5357 -4.8295 0.3932
H 0.9240 2.3368 -3.0653
H 0.5682 2.4985 -5.4947
H 0.4807 0.4478 -6.8786
H 0.7344 -1.7723 -5.8141
H 1.0547 -1.9462 -3.3811
H 1.2964 1.8658 0.9622
H 2.8820 3.5886 1.7163
H 4.8567 4.1274 0.3182
H 5.1370 3.0305 -1.8816
H 3.5219 1.3643 -2.6541
C 0.9902 -0.6037 2.5024
N -0.4696 -0.3193 2.3320
C -0.6992 1.1312 2.6325
N -0.2081 1.5205 3.9408
C 1.2246 1.2112 4.0194
N 1.4849 -0.2175 3.8098
C 0.7362 -0.9783 4.8230
N -0.7057 -0.7203 4.7287
C -1.1771 -1.0831 3.4023
C -0.9236 0.7166 4.9430
H 1.5543 -0.0864 1.7297
H 1.1356 -1.6788 2.3787
H -1.7608 1.3060 2.5918
H -0.2156 1.7406 1.8663
H 1.6025 1.5038 4.9983
H 1.7566 1.7850 3.2580
H 1.0841 -0.6846 5.8123
H 0.9256 -2.0439 4.6858
H -2.2401 -0.8743 3.3281
H -1.0088 -2.1493 3.2366
H -0.5695 0.9896 5.9363
H -1.9911 0.9325 4.8782
```

Output
spin multiplicity = 5
net charge = +1
HOMO-LUMO gap (spin up / spin down) = 7.190 / 7.712 eV
DFT total energy = -6115.12858 Ha
molecular weight = 744.41 g/mol
E_HOMO (spin up / spin down) = -10.0 / -10.8 eV
relative energy (zero: lowest compared OMol25 entry of this formula, charge and spin) = 0.061 eV

No. 4
This record from the Open Molecules 2025 dataset describes 3 unconnected molecules or ions with the total composition C24H52N4O2P. The level of theory is the ωB97M-V functional and the def2-TZVPD basis.

XYZ file:
```
83
C24H52N4O2P | the Open Molecules 2025 dataset | the ωB97M-V functional and the def2-TZVPD basis
C -1.8454 -1.7882 -0.3849
P -3.2023 -3.0386 -0.1713
C -4.8614 -2.2276 0.1404
N -3.2886 -4.1684 -1.5839
C -2.7712 -5.5263 -1.2041
C -1.2618 -5.4014 -0.8838
N -0.4621 -4.7482 -1.9337
C -1.2065 -4.3116 -3.1099
C -2.6191 -3.6930 -2.8475
H -2.0397 -0.9908 -1.1173
H -0.9417 -2.3221 -0.7134
H -1.6310 -1.4050 0.6253
H -5.5987 -2.4477 -0.6509
H -4.7473 -1.1482 0.3118
H -5.2394 -2.6689 1.0737
H -4.2758 -4.2937 -1.8198
H -3.3221 -5.8173 -0.2964
H -2.9423 -6.2895 -1.9755
H -0.8776 -6.4348 -0.7755
H -1.0658 -4.9068 0.0819
H 0.1606 -4.0423 -1.5782
H -0.6124 -3.5145 -3.5864
H -1.2791 -5.1370 -3.8346
H -3.2608 -4.0163 -3.6892
H -2.5908 -2.5957 -2.9203
C 1.6463 2.7957 -3.2501
C 1.1425 1.6706 -2.3256
C 2.1151 1.4584 -1.1563
C 3.3831 0.7076 -1.5414
C 3.0341 -0.6006 -2.2418
C 2.1049 -0.4042 -3.4472
N 0.9151 0.4309 -3.1157
O 0.0724 -0.3140 -2.4483
C 2.9088 0.2262 -4.6056
C 1.6918 -1.7809 -3.9883
C -0.1662 2.2401 -1.7515
H 2.5839 2.5813 -3.7537
H 0.9029 3.0287 -4.0145
H 1.8206 3.7056 -2.6742
H 1.6110 0.8952 -0.3623
H 2.3819 2.4227 -0.7194
H 4.0171 1.3326 -2.1773
H 3.9699 0.4939 -0.6469
H 3.9507 -1.1021 -2.5617
H 2.5579 -1.2696 -1.5147
H 2.2475 0.6143 -5.3821
H 3.5551 -0.5173 -5.0731
H 3.5787 1.0220 -4.2874
H 1.2076 -2.3988 -3.2301
H 2.5684 -2.3324 -4.3265
H 1.0134 -1.6793 -4.8389
H -0.9166 2.3729 -2.5337
H 0.0125 3.2141 -1.2972
H -0.5930 1.6051 -0.9739
C -1.1877 3.9970 3.2312
C 0.0807 3.2247 2.8196
C -0.2830 1.8177 2.3230
C -0.6299 0.8432 3.4428
C 0.4824 0.8160 4.4862
C 0.8223 2.2091 5.0320
N 1.0465 3.2035 3.9466
O 2.2364 2.9858 3.4451
C -0.3137 2.6720 5.9714
C 2.0469 2.1004 5.9530
C 0.6103 4.0237 1.6174
H -1.7194 3.5743 4.0785
H -0.9458 5.0331 3.4728
H -1.9045 4.0110 2.4078
H 0.5599 1.4036 1.7574
H -1.1184 1.8789 1.6195
H -1.5870 1.1136 3.9001
H -0.7640 -0.1605 3.0305
H 0.1979 0.1567 5.3102
H 1.3753 0.3702 4.0334
H -0.2444 3.7409 6.1792
H -0.2558 2.1521 6.9282
H -1.3108 2.4539 5.5916
H 2.9124 1.6705 5.4496
H 1.8243 1.4528 6.8013
H 2.3273 3.0795 6.3456
H 0.9275 5.0243 1.9158
H -0.1716 4.1357 0.8649
H 1.4509 3.5319 1.1283
```

Output
spin multiplicity = 3
net charge = +1
HOMO-LUMO gap (spin up / spin down) = 7.698 / 8.431 eV
DFT total energy = -1656.10830 Ha
molecular weight = 459.68 g/mol
E_HOMO (spin up / spin down) = -10.4 / -11.1 eV

No. 5
This record from the Open Molecules 2025 dataset describes a molecular structure, C23H33Cl2N4O4Ru. The level of theory is the ωB97M-V functional and the def2-TZVPD basis.

XYZ file:
```
67
C23H33Cl2N4O4Ru | the Open Molecules 2025 dataset | the ωB97M-V functional and the def2-TZVPD basis
O 1.5802 -2.4567 0.0037
C 2.6662 -2.6154 -0.5616
C 3.2365 -3.9237 -1.0141
C 2.6100 -5.1465 -0.6984
H 1.6800 -5.1310 -0.1273
C 3.1626 -6.3623 -1.1195
H 2.6602 -7.3034 -0.8755
C 4.3641 -6.3821 -1.8454
H 4.8030 -7.3330 -2.1580
C 5.0022 -5.1724 -2.1633
H 5.9404 -5.1832 -2.7269
C 4.4365 -3.9627 -1.7549
H 4.9129 -3.0156 -2.0108
H 3.2948 -1.7460 -0.8435
C 2.6909 -0.0782 1.7238
C 1.6719 0.8412 1.1510
H 2.7970 0.1116 2.8020
H 3.6526 0.1168 1.2277
H 2.4054 -1.1147 1.5730
C 1.6533 2.1704 1.4173
C 2.3640 2.8340 2.5623
H 1.0561 2.8224 0.7822
H 3.3050 2.3234 2.8168
H 1.7350 2.8655 3.4680
H 2.5932 3.8756 2.3038
Ru 0.0811 0.0973 0.1828
Cl -0.4386 -1.4737 1.7077
Cl 1.2716 -0.2718 -1.7481
H -1.5627 -4.0162 -1.7865
H -3.4455 -4.2789 -0.5471
C -1.2688 -3.0388 -1.3928
C -3.2897 -3.3601 0.0274
N -2.4438 -2.4599 -0.7432
H -0.9243 -2.3885 -2.2015
C -2.5683 -1.1451 -0.5789
O -1.7169 -0.3098 -1.0038
H -4.2483 -2.8620 0.2110
H -3.4542 -0.8080 -0.0127
H -0.4425 -3.1703 -0.6796
H -2.8206 -3.6116 0.9917
H -1.0228 5.2144 -2.8851
H -0.9715 3.7115 -4.9377
C -0.2056 4.6300 -2.4440
C -0.1201 3.1996 -4.4681
N -0.2095 3.2931 -3.0171
H -0.3253 4.5822 -1.3603
C -0.2674 2.1840 -2.2711
O -0.2123 2.1742 -1.0176
H -0.1279 2.1407 -4.7496
H -0.3586 1.2529 -2.8570
H 0.7347 5.1376 -2.6956
H 0.8092 3.6660 -4.8252
N -4.9590 4.4531 3.3084
C -4.1820 3.5063 3.9378
O -4.2921 3.2602 5.1305
C -3.2314 2.7509 3.0487
C -3.3114 2.7340 1.6544
C -2.3945 1.9799 0.9158
N -1.3998 1.2620 1.4735
C -1.3261 1.2782 2.8228
C -2.2279 1.9685 3.6289
H -5.5026 5.0440 3.9182
H -4.6913 4.8410 2.4144
H -4.0841 3.2711 1.1058
H -2.4629 1.9566 -0.1671
H -0.5266 0.6930 3.2687
H -2.1338 1.8786 4.7087
```

Output
spin multiplicity = 6
HOMO-LUMO gap (spin up / spin down) = 6.299 / 3.057 eV
DFT total energy = -2431.30484 Ha
molecular weight = 601.52 g/mol
E_HOMO (spin up / spin down) = -5.8 / -6.9 eV
relative energy (zero: lowest compared OMol25 entry of this formula, charge and spin) = 2.385 eV